This record from the OMol25 dataset describes a cluster of 2 separate species, C4H8O2 in total. The level of theory is ωB97M-V/def2-TZVPD.

Summary:
spin multiplicity: 1
structure (SMILES): O=CC1COC1.[H][H]
relative energy (zero: lowest compared OMol25 entry of this formula, charge and spin): 4.1490 eV
gap between HOMO and LUMO: 10.67 eV
DFT total energy: -8369.1327 eV

```
14
Properties=species:S:1:pos:R:3:forces:R:3:nbo_charge:R:1
O -2.135 -0.348 0.603 0.287 -0.221 0.430 -0.5748
C 0.191 1.319 0.509 0.081 0.560 -0.265 -0.0375
H -0.549 0.149 -1.370 -0.032 0.222 0.471 0.2395
C 1.468 -0.012 -0.396 0.134 -0.195 -0.062 -0.0580
H 2.012 -0.937 -0.176 -0.227 0.100 0.118 0.1893
C -0.935 -0.513 0.649 -0.517 -0.459 0.061 0.4322
H -0.276 1.400 1.507 -0.023 -0.158 -0.500 0.2013
H -0.061 2.217 -0.052 0.473 0.399 -0.017 0.1894
C -0.058 0.045 -0.398 -0.244 0.715 0.334 -0.3677
H -0.413 -0.912 1.536 -0.118 -0.146 0.103 0.1337
H -1.132 -2.088 -1.111 -0.152 -0.417 -0.315 -0.0424
O 1.559 0.962 0.652 0.434 0.327 0.029 -0.5220
H -1.755 -1.838 -0.798 -0.016 -0.512 -0.476 0.0381
H 1.862 0.417 -1.330 -0.080 -0.213 0.089 0.1788
```
Forces are in eV/Å.

This record from the OMol25 dataset describes a structure of composition C44H41Cl2N4OS3V at a distorted geometry. The level of theory is ωB97M-V/def2-TZVPD.

Summary:
charge: -1
spin multiplicity: 4
relative energy (zero: lowest compared OMol25 entry of this formula, charge and spin): 1.3046 eV
gap between HOMO and LUMO (alpha / beta): 5.76 / 6.68 eV
DFT total energy: -137540.4334 eV

```
96
Properties=species:S:1:pos:R:3:forces:R:3:mulliken_charge:R:1
C 1.621 -1.851 1.142 1.191 -0.635 0.345 0.0550
H 0.398 -0.289 1.588 -0.018 -0.080 0.546 -1.0657
H -3.715 -2.793 -1.756 -0.092 0.075 0.100 0.4751
H -0.381 -1.715 1.150 0.230 0.196 0.036 0.5584
C 2.984 0.190 0.583 -0.002 0.620 -0.140 1.3948
H 3.486 3.832 -0.647 -0.024 0.076 0.064 0.4860
H -3.299 6.223 -1.230 0.070 0.023 -0.101 0.4126
S -1.557 -1.797 -1.529 -0.783 -1.058 -1.611 1.2896
H 1.035 -2.882 -1.315 0.024 0.070 0.047 0.6600
H 5.286 2.695 0.628 0.044 0.017 0.051 0.3476
C 2.007 -2.620 -3.210 -0.125 0.127 -0.165 -0.6378
H 1.342 2.685 -0.997 0.104 0.005 -0.053 0.3882
C 1.224 2.040 -5.232 -0.021 0.114 -0.169 -0.6427
H -2.089 2.759 -5.481 -0.023 0.052 -0.009 0.4573
C 0.874 5.234 5.810 0.053 -0.053 -0.086 -0.4591
C -4.815 6.682 0.210 -0.125 0.186 0.042 -0.6858
H -1.371 5.016 2.790 0.164 0.017 -0.027 0.2983
H -2.913 2.709 -0.636 0.168 0.268 -0.066 0.2628
H -1.257 5.668 0.419 0.054 -0.058 0.061 0.4857
C 3.339 2.829 -0.264 -0.109 0.128 -0.029 -0.9633
C -5.536 6.231 1.302 -0.088 0.100 -0.022 -0.3610
C -0.746 4.703 7.496 -0.023 0.071 0.149 -0.3593
H -6.276 6.868 1.765 -0.041 0.046 0.033 0.3759
C -0.284 -2.057 -2.783 -0.031 -0.004 -0.175 0.0484
N -1.464 3.612 0.507 0.359 -0.388 0.228 0.7753
C 2.690 -3.962 1.639 0.143 -0.060 0.047 -0.7183
C 1.931 0.838 -0.099 1.125 0.044 0.510 0.5947
Cl 2.634 0.712 -3.314 0.499 0.157 -0.476 -0.1439
C -3.626 4.590 0.111 -0.007 0.214 -0.077 0.2570
O -1.253 -2.789 -0.481 0.056 -0.866 1.066 -0.7684
H 0.264 4.761 0.209 -0.099 0.026 0.062 0.2463
H 0.536 6.414 7.561 0.028 0.076 0.041 0.3645
H 0.214 5.767 2.475 -0.025 -0.024 -0.031 0.5257
H 2.149 2.128 -5.780 0.149 0.068 -0.032 0.4645
H -1.379 -1.284 -4.466 -0.036 0.036 -0.002 0.1589
C 0.517 4.105 5.085 0.077 0.130 -0.015 1.0742
N 0.286 3.707 2.658 -0.272 -0.296 -0.266 0.3353
H 1.688 2.813 3.847 0.000 0.295 -0.039 0.4053
S -1.970 1.008 0.757 0.035 -0.765 -0.264 -0.4386
H -1.237 4.936 8.431 -0.031 0.031 0.071 0.3674
H 2.965 -2.958 -2.844 0.103 -0.096 0.056 0.3937
N 0.442 -1.132 0.973 -0.591 -1.407 1.108 0.8274
H 0.527 -1.441 -5.998 -0.032 0.059 -0.119 0.3331
H 0.573 -3.658 1.613 -0.024 0.051 -0.033 0.3955
S 0.223 1.095 3.100 0.020 -0.153 0.119 -0.3521
C -4.355 4.146 1.209 0.015 -0.040 -0.005 -0.1689
C 4.351 2.188 0.431 0.153 0.074 0.000 -1.1764
C -3.865 5.866 -0.380 0.021 -0.150 -0.041 -0.1615
H -1.875 2.917 7.162 -0.073 -0.070 0.022 0.3988
C 1.193 3.789 3.776 0.290 -0.063 0.036 -1.7324
H 1.948 4.555 3.554 -0.078 -0.014 0.019 0.4594
H -5.868 4.602 2.650 -0.023 -0.049 0.057 0.3980
C 1.214 1.389 -4.024 -0.415 -0.080 0.448 1.0343
C 3.081 -2.180 -5.436 -0.063 0.051 0.067 -1.5203
C 2.146 2.165 -0.480 -0.078 0.241 -0.002 0.1762
C 4.014 -2.025 1.151 -0.041 -0.041 0.050 -1.1405
C 0.249 5.531 7.008 -0.020 0.138 0.186 -0.6006
H 1.655 5.880 5.434 0.066 0.089 -0.059 0.3347
C -0.248 2.494 2.255 0.913 -0.072 0.905 0.1619
C 0.937 -2.541 -2.338 -0.072 -0.303 0.148 -0.4493
H -2.570 -3.560 -2.884 0.202 -0.056 0.004 0.4045
H 3.582 -1.217 -5.330 0.086 0.042 -0.055 0.2387
H -0.752 2.384 5.044 -0.023 -0.051 -0.105 0.3309
C 4.161 0.893 0.867 0.087 -0.200 0.108 -0.7293
H 3.788 -2.960 -5.162 0.063 -0.044 -0.041 0.3905
C 1.884 -2.200 -4.532 0.010 -0.261 0.126 0.8116
H -4.159 3.159 1.602 0.048 -0.188 0.057 0.4704
C 0.644 -1.760 -4.972 -0.112 -0.030 0.086 -0.6468
C -0.411 4.898 2.256 -0.159 0.266 -0.355 -0.7803
C -5.306 4.957 1.797 -0.058 -0.007 0.089 -0.8167
C 0.026 1.222 -3.263 -0.014 0.727 -1.530 -2.0349
H -4.988 7.678 -0.174 -0.008 0.059 -0.043 0.3764
H 4.947 0.427 1.448 0.034 -0.046 0.012 0.4067
C 1.548 -3.203 1.482 -0.160 0.195 -0.096 -0.6347
H 4.834 -3.954 1.604 -0.003 0.037 -0.027 0.3916
V 0.144 0.060 -0.582 -1.529 0.807 2.562 -0.4941
H 0.061 3.103 -6.688 0.005 0.019 -0.130 0.3799
C -1.105 3.573 6.782 -0.047 0.025 0.052 -0.8842
N 0.020 0.642 -2.098 -0.121 1.179 -2.935 -0.3966
H 2.797 -2.304 -6.480 0.009 -0.022 -0.065 0.3981
C -1.155 2.453 1.183 -0.722 0.363 -0.516 -0.1768
H 2.616 -5.007 1.904 -0.036 -0.076 -0.011 0.3951
H -3.273 -1.952 -3.265 -0.087 0.081 -0.139 0.3334
C 3.931 -3.369 1.476 0.064 -0.089 0.043 -0.8043
C -0.480 3.276 5.587 -0.134 -0.078 0.021 0.0899
H -2.145 4.135 -1.389 -0.094 -0.068 0.035 0.4393
C -2.537 3.720 -0.452 -0.113 -0.147 -0.145 -1.2212
Cl -2.600 1.401 -2.981 -0.549 0.063 -0.294 -0.1764
C -0.690 4.797 0.758 0.296 0.345 0.327 -0.8602
C -0.439 -1.681 -4.107 -0.028 0.016 -0.029 -0.5083
C -2.928 -2.619 -2.483 0.344 0.627 0.367 -1.3075
C -1.156 2.396 -5.071 0.077 0.082 -0.182 -0.7487
C 0.045 2.569 -5.751 -0.078 -0.033 -0.063 -0.5340
H 4.998 -1.598 1.023 -0.032 0.105 -0.091 0.3361
C 2.880 -1.229 0.976 -0.354 -0.416 -0.010 1.2862
C -1.152 1.733 -3.869 0.467 -0.370 0.369 1.3440
```
Forces are in eV/Å.

This record from the OMol25 dataset describes an isolated molecule of C19H25NO5 at a distorted geometry. The level of theory is ωB97M-V/def2-TZVPD.

Summary:
spin multiplicity: 1
structure (SMILES): CO[C@@H]1[C@H](OC(C)=O)CC[C@]2(CO2)[C@H]1/C(C)=N\OCc1ccccc1
relative energy (zero: lowest compared OMol25 entry of this formula, charge and spin): 8.0614 eV
gap between HOMO and LUMO: 9.63 eV
DFT total energy: -31830.3720 eV

```
50
Properties=species:S:1:pos:R:3:forces:R:3:nbo_charge:R:1
H -0.134 -2.784 -2.820 -0.117 -0.343 0.403 0.1865
O 0.357 -1.604 -1.208 1.420 2.495 1.867 -0.4214
C -1.714 -1.466 -2.251 0.190 -0.418 0.385 -0.0458
C -2.863 -1.488 -1.452 -1.507 2.199 -1.752 -0.2179
H 2.476 -0.893 2.271 -0.781 0.510 -0.430 0.2595
H -1.874 -0.779 2.337 -0.756 -0.310 0.467 0.2200
H 3.352 3.195 2.208 -0.625 -0.012 0.556 0.1905
C 0.148 2.888 -1.329 3.151 -2.224 -1.630 0.8033
O 0.326 2.576 0.072 -0.468 0.390 -2.303 -0.5384
C 3.321 2.316 1.583 -1.780 -0.968 -0.408 -0.2422
C -0.589 -2.368 -1.909 0.852 0.052 -0.825 -0.0779
H 2.445 -4.117 0.913 0.771 1.995 0.400 0.2381
H -1.184 4.486 -0.869 0.538 -0.182 -0.889 0.2257
O 0.657 2.256 -2.282 -1.521 0.629 3.616 -0.5798
C 1.604 -0.823 1.581 -0.465 -1.074 0.251 -0.3379
C 1.869 -1.947 0.607 -0.436 -2.331 -0.004 0.2739
N 1.298 -2.350 -0.470 0.338 -1.041 -0.733 -0.1597
C -1.531 -0.571 -3.279 -0.347 1.366 -0.478 -0.2025
C 0.285 -1.123 2.413 -0.438 -0.191 0.767 0.2624
H -0.918 -3.041 -1.189 -0.714 -2.145 0.673 0.1861
C 2.880 -3.061 1.146 -0.958 -0.924 -3.091 -0.6297
C -0.833 0.940 1.451 -1.485 -0.469 0.402 -0.4278
H -1.795 1.152 0.919 0.666 0.672 0.619 0.2169
O 0.122 -2.446 2.902 -0.086 -0.661 -0.849 -0.5159
H 1.041 -1.712 4.537 1.854 0.338 1.044 0.1850
O 2.275 1.330 1.961 0.905 1.410 -0.800 -0.5739
C 1.659 0.523 0.887 -0.555 2.806 1.626 0.0943
H -3.019 -2.263 -0.718 0.034 0.107 0.217 0.2220
C -3.653 0.514 -2.745 -0.642 -1.766 1.432 -0.2355
H -0.021 0.633 -0.533 0.537 0.414 1.501 0.2281
H -4.446 1.256 -2.897 0.612 -0.175 -0.041 0.2218
H -0.742 1.533 2.434 -0.033 -0.803 -1.614 0.2235
H -0.615 -0.502 -3.908 -0.675 -0.429 0.792 0.2314
C 0.280 1.168 0.440 -0.135 -1.535 -1.318 0.0678
H 3.037 -2.969 2.174 0.051 0.190 1.678 0.2041
H 3.142 2.645 0.579 -0.221 0.287 -0.652 0.1780
H 2.241 0.528 -0.012 0.849 -0.215 -0.352 0.2014
C -3.872 -0.494 -1.742 1.435 -0.029 0.058 -0.1959
C -0.486 4.169 -1.697 -0.023 1.930 4.266 -0.7140
H -0.687 -1.261 4.444 -0.200 0.090 0.077 0.1714
H 4.299 1.904 1.598 0.875 -0.899 0.187 0.1689
H -2.189 1.212 -4.219 -0.734 -0.674 0.491 0.2148
C -2.495 0.425 -3.490 1.096 0.973 -0.975 -0.1908
H -1.007 4.086 -2.580 -0.972 -0.315 -2.018 0.2414
H 3.887 -3.001 0.645 -1.043 0.111 0.320 0.2210
H -1.063 -1.161 0.700 -0.234 1.053 2.019 0.2246
H -4.751 -0.415 -1.098 0.131 -0.205 -0.336 0.2114
C -1.021 -0.600 1.733 3.324 0.265 -1.759 -0.4209
C 0.235 -1.488 3.928 -1.324 0.858 -2.801 -0.0963
H 0.266 4.992 -1.763 -0.357 -0.800 -0.057 0.2506
```
Forces are in eV/Å.

This record from the OMol25 dataset describes a structure of composition C11H10O7Pt. The level of theory is ωB97M-V/def2-TZVPD.

Summary:
spin multiplicity: 1
relative energy (zero: lowest compared OMol25 entry of this formula, charge and spin): 0.8269 eV
gap between HOMO and LUMO: 7.83 eV
DFT total energy: -29145.7260 eV

```
29
Properties=species:S:1:pos:R:3:forces:R:3:nbo_charge:R:1
O -0.060 -3.395 0.862 -0.054 -0.001 0.128 -0.5408
C -0.092 2.492 -1.839 0.042 0.029 -0.058 -0.1683
O 0.207 -0.299 -1.832 -0.157 -0.491 -0.080 -0.5714
H -0.126 1.976 -2.789 0.013 0.009 0.005 0.2377
H -0.122 5.592 -0.494 -0.009 -0.013 -0.006 0.2203
O -2.343 -0.601 0.990 0.051 0.041 0.050 -0.6933
H -0.223 4.454 -2.685 0.001 -0.011 0.001 0.2232
H -2.916 -0.338 0.257 0.003 0.006 -0.012 0.4966
C 1.353 -3.414 1.098 -0.172 -0.037 -0.081 -0.1783
Pt 0.125 -2.360 -1.492 0.036 0.298 -0.098 1.0709
C -0.145 3.873 -1.776 0.009 0.015 0.011 -0.2160
H -1.766 -2.870 1.835 0.000 -0.041 0.008 0.2106
H 1.638 -2.747 1.909 -0.049 0.037 0.018 0.2018
C 0.034 0.282 -0.744 0.217 0.088 -0.054 0.8268
O 1.696 -3.563 -1.301 0.202 0.367 0.168 -0.7677
H 1.612 -4.443 1.353 0.034 0.016 0.070 0.2106
H 0.040 4.273 1.587 0.003 0.002 -0.008 0.2214
O 3.136 -2.329 -0.058 0.152 -0.058 -0.025 -0.5817
C 0.001 3.772 0.629 -0.011 -0.025 -0.012 -0.2063
C 0.037 2.388 0.574 -0.048 -0.003 0.057 -0.1706
H 0.096 1.795 1.475 0.002 0.011 -0.001 0.2383
C -0.092 4.511 -0.543 0.011 -0.020 0.024 -0.1701
C 2.159 -3.026 -0.153 -0.044 -0.301 -0.207 0.7192
O -0.092 -0.392 0.371 -0.206 0.586 0.295 -0.5741
C -0.003 1.751 -0.663 0.091 -0.087 -0.166 -0.1263
C -1.323 -1.331 0.451 -0.205 -0.578 -0.107 0.7317
C -0.863 -2.388 1.466 0.202 -0.131 -0.134 -0.1156
H -0.346 -1.896 2.291 0.001 -0.015 0.026 0.1974
O -1.623 -1.769 -0.781 -0.117 0.306 0.190 -0.7259
```
Forces are in eV/Å.

This record from the OMol25 dataset describes a cluster of 2 separate species, CH5ISi in total at a distorted geometry. The level of theory is ωB97M-V/def2-TZVPD.

Summary:
spin multiplicity: 1
relative energy (zero: lowest compared OMol25 entry of this formula, charge and spin): 3.7235 eV
gap between HOMO and LUMO: 9.27 eV
DFT total energy: -17092.7993 eV

```
8
Properties=species:S:1:pos:R:3:forces:R:3:nbo_charge:R:1
H 0.252 1.767 0.264 1.050 0.629 -0.652 0.2243
H -1.273 -1.736 -0.462 1.034 1.324 0.114 -0.1214
I 1.267 0.423 2.369 -0.138 0.009 -0.048 0.2011
H 1.092 -1.521 -0.917 0.631 -0.428 0.818 -0.1626
Si -0.088 -0.714 -0.667 -0.436 0.233 -0.380 0.8335
H -1.392 1.262 0.906 3.553 -1.688 -0.319 0.1732
C 0.191 0.769 0.615 -4.945 -0.538 -0.147 -1.0017
H -0.049 -0.251 -2.108 -0.750 0.459 0.613 -0.1463
```
Forces are in eV/Å.